No. 1
Density functional theory data (ωB97M-V/def2-TZVPD) for the ion C4H8N with charge +1.

LUMO, Ha: -0.198
Orbital gap, eV: 9.2
Multiplicity: 1
Energy relative to the best compared isomer or geometry (same formula, charge and spin), kcal per mole: 0.0
HOMO level, eV: -14.627
Structure (SMILES): C=[NH+]/C=C/C
Net charge: +1

Atoms and positions in Å:
C (1.95, -0.25, 1.22)
C (0.52, -0.35, 0.83)
C (-0.01, 0.19, -0.27)
N (-1.36, -0.01, -0.63)
C (-1.99, 0.47, -1.62)
H (1.98, 0.07, 2.26)
H (2.43, -1.23, 1.15)
H (2.54, 0.45, 0.65)
H (-0.17, -0.89, 1.47)
H (0.58, 0.83, -0.91)
H (-1.92, -0.59, -0.02)
H (-3.01, 0.15, -1.80)
H (-1.53, 1.15, -2.33)

=====

No. 2
Density functional theory data (ωB97M-V/def2-TZVPD) for the ion C4H8N with charge +1.

LUMO (spin up / spin down), Ha: -0.111 / -0.356
Orbital gap (spin up / spin down), eV: 10.0 / 7.0
Multiplicity: 3
Energy relative to the best compared isomer or geometry (same formula, charge and spin), kcal per mole: 56.4
HOMO level (spin up / spin down), eV: -12.993 / -16.702
⟨S²⟩: 2.007
Net charge: +1

Atoms and positions in Å:
C (-0.43, 1.02, 0.11)
C (-0.84, 0.13, 1.26)
C (0.81, 0.27, -0.51)
C (1.02, -1.20, -0.48)
N (0.60, -0.74, -1.58)
H (-1.15, 1.06, -0.72)
H (0.12, 1.91, 0.50)
H (-1.79, 0.29, 1.65)
H (-0.14, 0.24, 2.04)
H (1.66, 0.99, -0.69)
H (1.38, -2.12, -0.11)
H (-1.05, -0.89, 0.72)
H (-0.19, -0.96, -2.19)

=====

No. 3
Density functional theory data (ωB97M-V/def2-TZVPD) for the molecule C4H8N2.

LUMO, Ha: 0.030
Orbital gap, eV: 9.8
Multiplicity: 1
Energy relative to the best compared isomer or geometry (same formula, charge and spin), kcal per mole: 22.5
HOMO level, eV: -8.957
Structure (SMILES): CN(C)CC#N
Net charge: 0

Atoms and positions in Å:
C (-0.66, -1.00, -1.09)
N (0.08, -0.22, -0.11)
C (1.22, 0.51, -0.62)
C (-0.67, 0.47, 0.91)
C (-0.04, 0.23, 2.23)
N (0.49, -0.01, 3.23)
H (-1.01, -0.44, -1.97)
H (-1.54, -1.45, -0.61)
H (-0.03, -1.83, -1.44)
H (1.90, 0.76, 0.20)
H (0.94, 1.45, -1.14)
H (1.76, -0.13, -1.32)
H (-1.69, 0.09, 0.96)
H (-0.75, 1.56, 0.75)

=====

No. 4
Density functional theory data (ωB97M-V/def2-TZVPD) for the molecule C4H8N2.

LUMO, Ha: 0.034
Orbital gap, eV: 9.7
Multiplicity: 1
Energy relative to the best compared isomer or geometry (same formula, charge and spin), kcal per mole: 49.6
HOMO level, eV: -8.756
Structure (SMILES): [H]/N=C(/C)N1CC1
Net charge: 0

Atoms and positions in Å:
C (1.75, -0.86, -0.38)
C (0.49, -0.80, 0.41)
C (-0.65, 1.38, -0.79)
C (-1.53, 0.78, 0.39)
H (2.39, -0.06, -0.02)
H (2.14, -1.96, -0.25)
H (1.51, -0.61, -1.43)
H (-0.79, -1.51, 1.64)
H (0.01, 2.29, -0.50)
H (-1.09, 1.27, -1.76)
H (-2.44, 0.26, 0.07)
H (-1.60, 1.28, 1.39)
N (0.20, -1.64, 1.32)
N (-0.39, 0.17, -0.08)

=====

No. 5
Density functional theory data (ωB97M-V/def2-TZVPD) for the molecule C4H8N2.

LUMO, Ha: 0.035
Orbital gap, eV: 9.6
Multiplicity: 1
Energy relative to the best compared isomer or geometry (same formula, charge and spin), kcal per mole: 23.8
HOMO level, eV: -8.625
Structure (SMILES): [H]/N=C\NC(=C)C
Net charge: 0

Atoms and positions in Å:
C (1.66, -0.23, 0.15)
C (-1.00, -1.28, -0.08)
N (0.71, 0.65, -0.26)
N (2.86, 0.07, 0.45)
C (-0.66, 0.18, -0.04)
C (-1.62, 1.11, -0.02)
H (0.83, 1.65, -0.13)
H (3.05, 1.08, 0.43)
H (1.48, -1.29, -0.01)
H (-0.63, -1.78, 0.81)
H (-2.07, -1.42, -0.12)
H (-0.55, -1.76, -0.95)
H (-1.40, 2.16, -0.07)
H (-2.65, 0.85, -0.15)

=====

No. 6
Density functional theory data (ωB97M-V/def2-TZVPD) for a cluster of 3 separate species, C4H8N2 in total.

LUMO, Ha: 0.021
Orbital gap, eV: 9.4
Multiplicity: 1
Energy relative to the best compared isomer or geometry (same formula, charge and spin), kcal per mole: 87.4
HOMO level, eV: -8.784
Net charge: 0

Atoms and positions in Å:
C (0.48, -0.38, 1.57)
N (-0.23, -0.26, 0.30)
C (-1.03, 0.81, 0.16)
C (0.51, -0.61, -0.80)
C (-0.19, -0.79, -2.04)
N (-0.75, -0.89, -3.06)
H (1.30, 0.35, 1.61)
H (0.89, -1.39, 1.67)
H (-0.21, -0.19, 2.40)
H (-1.65, 0.85, -0.74)
H (0.20, 1.62, -0.60)
H (-1.46, 1.23, 1.06)
H (1.33, -1.30, -0.63)
H (0.81, 1.06, -1.00)

=====

No. 7
Density functional theory data (ωB97M-V/def2-TZVPD) for the molecule C4H8N2.

LUMO, Ha: 0.038
Orbital gap, eV: 8.6
Multiplicity: 1
Energy relative to the best compared isomer or geometry (same formula, charge and spin), kcal per mole: 50.6
HOMO level, eV: -7.584
Structure (SMILES): C=C(N)C(=C)N
Net charge: 0

Atoms and positions in Å:
C (-0.40, 0.14, 0.58)
C (0.32, -0.35, -0.54)
N (-0.78, -0.66, 1.65)
N (-0.01, -1.55, -1.17)
C (-0.41, 1.53, 0.59)
C (1.17, 0.62, -1.05)
H (-1.29, -0.21, 2.39)
H (-0.43, -1.61, 1.68)
H (-0.86, -2.01, -0.90)
H (0.57, -1.81, -1.96)
H (-0.51, 2.08, 1.52)
H (-0.72, 2.10, -0.27)
H (1.46, 0.60, -2.09)
H (1.88, 1.14, -0.42)

=====

No. 8
Density functional theory data (ωB97M-V/def2-TZVPD) for the molecule C4H8N2.

LUMO, Ha: 0.030
Orbital gap, eV: 8.1
Multiplicity: 1
Energy relative to the best compared isomer or geometry (same formula, charge and spin), kcal per mole: 119.8
HOMO level, eV: -7.324
Net charge: 0

Atoms and positions in Å:
C (1.54, 0.27, -0.82)
N (1.64, 0.13, 0.64)
C (0.53, -0.54, -0.12)
C (-0.64, 0.27, 0.39)
C (-1.92, 0.16, -0.37)
N (-1.74, -0.60, 0.87)
H (2.34, -0.21, -1.38)
H (1.27, 1.27, -1.14)
H (2.44, -0.36, 1.04)
H (0.56, -1.63, -0.19)
H (0.81, 0.83, 1.08)
H (-2.01, -0.47, -1.26)
H (-2.59, 1.02, -0.37)
H (-2.24, -0.14, 1.63)

=====

No. 9
Density functional theory data (ωB97M-V/def2-TZVPD) for the molecule C4H8N2.

LUMO, Ha: 0.031
Orbital gap, eV: 11.1
Multiplicity: 1
Energy relative to the best compared isomer or geometry (same formula, charge and spin), kcal per mole: 6.7
HOMO level, eV: -10.281
Structure (SMILES): CC(C)(N)C#N
Net charge: 0

Atoms and positions in Å:
C (-0.81, 1.06, -0.59)
C (-0.03, -0.08, 0.07)
C (1.50, 0.09, 0.02)
N (-0.35, -1.32, -0.62)
C (-0.55, -0.18, 1.51)
N (-1.05, -0.39, 2.54)
H (-1.79, 1.03, -0.13)
H (-0.91, 0.95, -1.68)
H (-0.36, 2.04, -0.39)
H (1.88, -0.12, -0.98)
H (1.97, -0.61, 0.72)
H (1.81, 1.11, 0.29)
H (0.05, -2.10, -0.11)
H (-1.36, -1.46, -0.65)

=====

No. 10
Density functional theory data (ωB97M-V/def2-TZVPD) for a structure of composition C4H8N2.

LUMO, Ha: 0.037
Orbital gap, eV: 9.2
Multiplicity: 1
Energy relative to the best compared isomer or geometry (same formula, charge and spin), kcal per mole: 84.6
HOMO level, eV: -8.171
Net charge: 0

Atoms and positions in Å:
C (-0.48, -1.00, 1.15)
N (0.45, -0.14, 1.94)
C (-0.12, 0.94, 1.16)
C (-0.84, 0.21, 0.32)
C (0.61, 0.59, -2.06)
N (0.82, -0.44, -1.35)
H (-1.34, -1.21, 1.78)
H (-0.05, -1.90, 0.70)
H (1.41, -0.35, 1.63)
H (-0.20, 1.97, 1.47)
H (-1.57, 0.38, -0.46)
H (1.10, 1.52, -1.78)
H (-0.07, 0.63, -2.92)
H (0.23, -1.23, -1.64)

=====

No. 11
Density functional theory data (ωB97M-V/def2-TZVPD) for the molecule C4H8N2.

LUMO, Ha: 0.031
Orbital gap, eV: 10.0
Multiplicity: 1
Energy relative to the best compared isomer or geometry (same formula, charge and spin), kcal per mole: 20.8
HOMO level, eV: -9.137
Structure (SMILES): CN(C)CC#N
Net charge: 0

Atoms and positions in Å:
C (-0.39, 1.33, 0.29)
N (-0.45, 0.04, -0.39)
C (-1.23, -0.94, 0.34)
C (0.82, -0.44, -0.88)
C (2.01, -0.08, -0.06)
N (2.93, 0.26, 0.55)
H (-1.40, 1.61, 0.61)
H (-0.01, 2.10, -0.39)
H (0.26, 1.31, 1.18)
H (-0.83, -1.18, 1.34)
H (-1.29, -1.86, -0.24)
H (-2.25, -0.56, 0.47)
H (1.02, -0.06, -1.89)
H (0.80, -1.53, -0.95)

=====

No. 12
Density functional theory data (ωB97M-V/def2-TZVPD) for the molecule C4H8N2.

LUMO (spin up / spin down), Ha: 0.032 / 0.039
Orbital gap (spin up / spin down), eV: 7.8 / 8.4
Multiplicity: 1
Energy relative to the best compared isomer or geometry (same formula, charge and spin), kcal per mole: 99.5
HOMO level (spin up / spin down), eV: -6.978 / -7.382
Net charge: 0

Atoms and positions in Å:
C (-0.18, -0.49, -1.10)
C (1.24, -0.41, -0.29)
C (-0.99, 0.06, 1.19)
C (-1.31, 0.08, -0.28)
N (1.20, 0.79, 0.46)
N (0.11, 1.08, 1.18)
H (-0.21, 0.12, -1.97)
H (-0.54, -1.54, -1.33)
H (1.29, -1.28, 0.29)
H (2.20, -0.38, -0.80)
H (-1.70, 0.49, 1.77)
H (-0.63, -0.85, 1.49)
H (-2.10, 0.68, -0.74)
H (1.62, 1.65, 0.14)

=====

No. 13
Density functional theory data (ωB97M-V/def2-TZVPD) for a cluster of 2 separate species, C4H8N2 in total.

LUMO, Ha: -0.373
Orbital gap, eV: 9.0
Multiplicity: 1
Energy relative to the best compared isomer or geometry (same formula, charge and spin), kcal per mole: 108.7
HOMO level, eV: -19.178
Net charge: +2

Atoms and positions in Å:
C (0.38, 0.63, -0.89)
C (-0.15, -0.14, 0.20)
C (1.99, 1.45, -2.78)
C (-0.28, -0.77, 1.40)
N (-0.88, 0.45, -0.77)
N (-1.76, -0.91, 1.91)
H (1.16, 1.26, -3.40)
H (2.99, 0.75, -2.85)
H (2.32, 2.34, -2.22)
H (0.36, -0.42, 2.26)
H (0.06, -1.82, 1.32)
H (-2.21, -1.24, 1.02)
H (-2.27, 0.01, 2.22)
H (-1.71, -1.60, 2.59)

=====

No. 14
Density functional theory data (ωB97M-V/def2-TZVPD) for the molecule C4H8N2O.

LUMO, Ha: 0.027
Orbital gap, eV: 9.1
Multiplicity: 1
Energy relative to the best compared isomer or geometry (same formula, charge and spin), kcal per mole: 85.7
HOMO level, eV: -8.358
Structure (SMILES): C/C=C(\N)C(N)=O
Net charge: 0

Atoms and positions in Å:
C (1.77, 1.33, 0.56)
C (-0.58, -1.06, -0.86)
C (-0.37, -0.18, 0.42)
N (-1.31, -0.42, -1.88)
N (-0.74, -0.66, 1.64)
C (0.67, 0.53, 0.01)
O (-0.71, -2.29, -0.70)
H (-2.17, -0.90, -2.12)
H (-1.29, 0.59, -1.91)
H (-1.24, -1.55, 1.54)
H (-1.01, 0.03, 2.33)
H (0.80, -0.05, -1.16)
H (2.75, 0.96, 0.22)
H (1.69, 2.37, 0.26)
H (1.74, 1.30, 1.66)

=====

No. 15
Density functional theory data (ωB97M-V/def2-TZVPD) for a cluster of 2 separate species, C4H8N2O in total.

LUMO (spin up / spin down), Ha: -0.027 / 0.021
Orbital gap (spin up / spin down), eV: 6.5 / 8.6
Multiplicity: 1
Energy relative to the best compared isomer or geometry (same formula, charge and spin), kcal per mole: 214.4
HOMO level (spin up / spin down), eV: -7.196 / -8.025
Net charge: 0

Atoms and positions in Å:
C (0.63, 0.95, -0.03)
C (1.72, -0.01, -0.16)
C (-2.02, -1.14, -0.35)
C (-2.17, 0.14, 0.33)
N (1.54, 1.86, 0.56)
N (2.62, 0.90, 0.43)
O (1.94, -1.14, -0.91)
H (-1.42, -1.18, -1.26)
H (-3.00, -1.50, -0.41)
H (-1.52, -1.77, 0.34)
H (-1.63, 0.40, 1.29)
H (-2.75, 0.95, -0.16)
H (1.52, 2.23, 1.48)
H (3.47, 1.03, -0.30)
H (1.08, -1.70, -0.85)

=====

No. 16
Density functional theory data (ωB97M-V/def2-TZVPD) for the molecule C4H8N2O.

LUMO (spin up / spin down), Ha: -0.004 / 0.006
Orbital gap (spin up / spin down), eV: 7.9 / 8.4
Multiplicity: 1
Energy relative to the best compared isomer or geometry (same formula, charge and spin), kcal per mole: 108.8
HOMO level (spin up / spin down), eV: -7.992 / -8.267
Net charge: 0

Atoms and positions in Å:
C (-0.65, -0.32, -0.32)
C (0.78, 0.12, -0.46)
C (-1.56, 0.28, 0.71)
C (1.43, 0.03, 0.93)
O (1.52, -0.67, -1.38)
N (-1.39, -0.68, -1.77)
N (-1.51, 0.38, -2.15)
H (1.08, -1.51, -1.54)
H (0.87, 1.15, -0.82)
H (-1.34, -0.23, 1.65)
H (-1.43, 1.36, 0.87)
H (-2.60, 0.07, 0.49)
H (1.03, 0.79, 1.61)
H (2.50, 0.20, 0.81)
H (1.28, -0.96, 1.36)

=====

No. 17
Density functional theory data (ωB97M-V/def2-TZVPD) for the molecule C4H8N2O.

LUMO, Ha: 0.026
Orbital gap, eV: 10.8
Multiplicity: 1
Energy relative to the best compared isomer or geometry (same formula, charge and spin), kcal per mole: 37.8
HOMO level, eV: -10.073
Structure (SMILES): N#C[C@@H](N)CCO
Net charge: 0

Atoms and positions in Å:
N (1.29, 1.33, 1.21)
C (0.55, 0.21, 0.62)
C (-0.58, 0.71, -0.30)
C (-1.21, -0.40, -1.13)
O (-1.57, -1.51, -0.33)
C (1.45, -0.71, -0.09)
N (2.07, -1.56, -0.58)
H (0.82, 1.60, 2.07)
H (2.23, 1.04, 1.47)
H (0.08, -0.44, 1.37)
H (-0.20, 1.51, -0.95)
H (-1.34, 1.16, 0.36)
H (-0.52, -0.71, -1.93)
H (-2.12, -0.03, -1.61)
H (-0.87, -2.17, -0.40)

=====

No. 18
Density functional theory data (ωB97M-V/def2-TZVPD) for the molecule C4H8N2O.

LUMO, Ha: 0.026
Orbital gap, eV: 9.0
Multiplicity: 1
Energy relative to the best compared isomer or geometry (same formula, charge and spin), kcal per mole: 63.1
HOMO level, eV: -8.338
Structure (SMILES): N=C=C(N)CCO
Net charge: 0

Atoms and positions in Å:
N (-2.10, -0.90, -0.16)
C (-0.91, -0.10, -0.18)
C (0.29, -0.64, -0.91)
C (1.60, 0.08, -0.59)
O (2.04, -0.12, 0.74)
C (-0.85, 1.04, 0.47)
N (-0.79, 2.10, 1.09)
H (-1.92, -1.72, 0.42)
H (-2.86, -0.39, 0.30)
H (-0.44, 1.92, 2.04)
H (0.12, -0.64, -2.00)
H (0.41, -1.70, -0.62)
H (1.51, 1.15, -0.82)
H (2.39, -0.32, -1.22)
H (1.46, 0.38, 1.33)

=====

No. 19
Density functional theory data (ωB97M-V/def2-TZVPD) for a structure of composition C4H8N2O.

LUMO, Ha: 0.035
Orbital gap, eV: 10.1
Multiplicity: 1
Energy relative to the best compared isomer or geometry (same formula, charge and spin), kcal per mole: 93.9
HOMO level, eV: -9.150
Net charge: 0

Atoms and positions in Å:
C (-1.63, 0.74, 0.83)
C (-0.95, 0.44, -0.47)
O (0.19, 1.28, -0.81)
C (0.97, 0.17, -1.04)
N (2.20, 0.02, -1.21)
C (0.00, -0.80, -0.45)
N (1.09, -0.97, 0.82)
H (-0.90, 0.55, 1.61)
H (-2.48, 0.06, 0.95)
H (-1.98, 1.77, 0.88)
H (-1.67, 0.53, -1.32)
H (2.69, 0.87, -0.95)
H (-0.35, -1.72, -0.95)
H (1.71, -1.60, 0.33)
H (1.10, -1.33, 1.79)

=====

No. 20
Density functional theory data (ωB97M-V/def2-TZVPD) for the molecule C4H8N2O.

LUMO, Ha: 0.032
Orbital gap, eV: 9.9
Multiplicity: 1
Energy relative to the best compared isomer or geometry (same formula, charge and spin), kcal per mole: 77.7
HOMO level, eV: -9.034
Structure (SMILES): NC(=O)CN1CC1
Net charge: 0

Atoms and positions in Å:
N (0.28, 1.24, -0.97)
C (-1.03, 1.27, -0.50)
O (-1.87, 2.13, -0.74)
C (-1.34, 0.10, 0.41)
N (-0.21, -0.76, 0.65)
C (1.12, -0.66, 1.14)
C (0.74, -1.44, -0.11)
H (0.45, 2.07, -1.52)
H (0.85, 0.33, -1.23)
H (-1.76, 0.46, 1.36)
H (-2.14, -0.50, -0.05)
H (1.72, 0.21, 0.85)
H (1.30, -1.03, 2.16)
H (1.32, -0.93, -1.12)
H (0.59, -2.49, -0.36)

=====

Values for strongest force on any atom, eV/Å, ordered as above
1.182; 7.829; 1.158; 2.530; 3.518; 1.079; 1.889; 0.408; 1.590; 1.044; 1.091; 4.124; 6.110; 7.030; 4.265; 2.087; 1.078; 0.449; 2.050; 3.562